Record 1
A cluster of 9 separate species, C26H74N4O14 in total in a non-equilibrium geometry. Source: the Open Molecules 2025 dataset; level of theory: ωB97M-V with the def2-TZVPD basis set.

Calculated values
* HOMO-LUMO gap: 9.4 eV
* calculated total energy: -62782.1303 eV
* LUMO: 0.334 eV

```
! RIJCOSX wB97M-V def2-TZVPD def2/J DEFGRID3
* xyz 0 1
C 21.8746 -15.1657 -19.1256
C 20.9685 -15.6648 -20.2335
O 21.3928 -15.2992 -21.5461
O 23.0612 -15.9648 -19.1563
H 21.2842 -15.2724 -18.2095
H 22.2369 -14.1563 -19.3343
H 19.9698 -15.2480 -20.0931
H 20.9035 -16.7580 -20.2249
H 22.2503 -15.7327 -21.6438
H 23.6943 -15.5909 -18.5111
C 29.0578 -15.3062 -13.1553
C 29.9097 -15.5758 -11.9177
O 29.7623 -16.9443 -11.5311
O 29.7118 -15.7434 -14.3365
H 28.9332 -14.2198 -13.1862
H 28.0573 -15.7429 -13.1251
H 29.7251 -14.8729 -11.1000
H 30.9555 -15.3978 -12.1710
H 28.9517 -17.0139 -11.0174
H 29.6854 -16.7150 -14.4121
C 23.3231 -15.4369 -10.0390
C 23.0724 -15.8829 -11.4783
O 24.3275 -15.9210 -12.1330
O 22.1910 -15.2828 -9.2156
H 24.0563 -14.6230 -9.9947
H 23.8726 -16.2310 -9.5186
H 22.4685 -15.0960 -11.9458
H 22.5452 -16.8380 -11.4612
H 24.2026 -16.1874 -13.0718
H 21.6331 -14.5764 -9.5627
C 27.0694 -20.7969 -17.7960
C 26.3352 -20.6215 -16.4987
O 24.9624 -21.0305 -16.5453
O 27.3048 -22.1561 -18.1140
H 28.0063 -20.2204 -17.7767
H 26.6068 -20.2385 -18.6234
H 26.3098 -19.5712 -16.2069
H 26.8164 -21.1609 -15.6788
H 24.9708 -21.9937 -16.5168
H 28.1299 -22.1990 -18.6031
C 30.1821 -13.0356 -18.1226
C 29.9915 -14.1821 -17.1207
O 31.1482 -14.2577 -16.2828
O 30.6177 -13.4893 -19.3892
H 30.8164 -12.2267 -17.7535
H 29.2214 -12.5341 -18.2939
H 29.8806 -15.1166 -17.6753
H 29.0571 -13.9712 -16.5945
H 30.7672 -14.8053 -15.5710
H 31.4963 -13.2032 -19.6377
C 23.0385 -19.5243 -17.9357
C 23.0168 -20.4868 -19.1305
C 23.2867 -21.9362 -18.7156
O 22.9815 -22.7674 -19.8373
C 23.3368 -24.0975 -19.5743
N 21.7949 -20.2693 -19.9165
H 22.1958 -19.7290 -17.2712
H 22.8503 -18.4971 -18.2591
H 24.0230 -19.5256 -17.4636
H 23.8846 -20.1871 -19.7356
H 22.5879 -22.2250 -17.9187
H 24.2923 -22.1591 -18.3546
H 24.4087 -24.2325 -19.3817
H 23.0902 -24.7919 -20.3745
H 22.8530 -24.4629 -18.6597
H 21.9125 -19.8142 -20.8142
H 21.6478 -21.2352 -20.2361
C 26.8682 -16.2272 -17.3945
C 25.5161 -16.5143 -16.7502
C 25.7501 -16.7677 -15.2563
O 24.5445 -16.9866 -14.5520
C 23.8833 -18.2043 -14.8433
N 24.6866 -15.3124 -16.9349
H 26.7291 -15.9887 -18.4492
H 27.4929 -17.1201 -17.3113
H 27.3793 -15.3833 -16.9332
H 25.0038 -17.3858 -17.1588
H 26.2496 -15.8842 -14.8520
H 26.4198 -17.6276 -15.1315
H 23.2653 -18.4366 -13.9791
H 24.5645 -19.0368 -15.0455
H 23.3163 -18.1090 -15.7727
H 24.9999 -14.5739 -16.3026
H 23.7813 -15.5337 -16.5105
C 22.7545 -13.1517 -14.5503
C 23.0239 -11.8281 -15.1985
C 23.7736 -11.8622 -16.5009
O 25.1179 -12.2517 -16.2862
C 25.8235 -12.4654 -17.4901
N 21.7250 -11.1671 -15.4983
H 22.1347 -13.7272 -15.2503
H 22.2006 -13.0384 -13.6201
H 23.6488 -13.7653 -14.4257
H 23.5636 -11.1763 -14.4954
H 23.7556 -10.9416 -17.0945
H 23.2894 -12.6293 -17.1266
H 25.2580 -13.0725 -18.2046
H 26.7760 -12.9627 -17.3356
H 25.9286 -11.5047 -18.0067
H 21.9643 -10.1759 -15.4990
H 21.1434 -11.2304 -14.6653
C 30.7514 -18.8903 -17.7511
C 31.5053 -18.6906 -16.4262
C 30.7438 -19.3004 -15.2515
O 29.6383 -18.4791 -14.9469
C 28.7498 -19.1059 -14.0364
N 32.8519 -19.2709 -16.5340
H 31.2103 -18.2006 -18.4599
H 29.6951 -18.6608 -17.6013
H 30.8299 -19.9078 -18.1359
H 31.5234 -17.6012 -16.2897
H 31.3621 -19.3889 -14.3486
H 30.5119 -20.3322 -15.5450
H 27.8081 -18.5582 -13.9535
H 29.2017 -19.0816 -13.0423
H 28.4757 -20.1025 -14.3883
H 33.2363 -19.2211 -15.5888
H 33.3873 -18.5384 -16.9992
*
```

Record 2
A structure of composition C20H36F6MnNO6 in a non-equilibrium geometry. Source: the Open Molecules 2025 dataset; level of theory: ωB97M-V with the def2-TZVPD basis set.

Calculated values
* <S²>: 8.75
* HOMO-LUMO gap (alpha / beta): 6.3 / 6.9 eV
* calculated total energy: -82724.3658 eV
* LUMO (alpha / beta): 2.507 / 2.505 eV

```
! RIJCOSX wB97M-V def2-TZVPD def2/J DEFGRID3
* xyz -1 6
Mn 21.9529 7.2471 10.3388
C 25.3132 6.9446 9.8710
O 25.9912 8.1762 9.5929
O 24.0583 7.3365 10.2200
C 25.5367 5.9391 8.6952
F 25.5243 6.6027 7.4792
F 26.7397 5.3690 8.7395
F 24.6008 4.9743 8.5722
C 27.3899 8.1984 9.7948
C 27.7379 9.6952 9.9176
H 26.8712 10.2177 10.3273
H 28.4587 9.8818 10.7206
H 28.1026 10.2095 9.0307
H 28.0097 7.8630 8.9565
H 27.6998 7.6861 10.7089
H 25.7872 6.5430 10.7787
C 21.7560 9.9279 8.1747
O 23.0542 10.4606 8.0298
O 21.7720 9.1490 9.3046
C 20.6032 10.9948 8.1502
F 19.3740 10.4208 8.1496
F 20.6428 11.8486 9.1614
F 20.7220 11.6357 6.9685
C 23.7504 10.1900 6.8369
C 25.1341 10.8079 6.8018
H 25.8348 10.3924 7.5235
H 25.4337 10.9333 5.7621
H 25.0592 11.8413 7.1644
H 23.2311 10.3936 5.8955
H 23.9519 9.1098 6.8092
H 21.6392 9.2135 7.3485
C 21.2319 4.8231 13.8459
C 21.1240 4.8484 12.2838
C 20.4338 3.5575 11.7705
C 18.8992 3.7136 11.7521
C 18.6254 4.8828 10.7980
C 19.0403 6.2665 11.4583
N 20.4648 6.0673 11.7227
O 21.0342 7.2666 12.2861
C 18.1362 6.4530 12.6754
C 18.7390 7.3687 10.4492
C 22.5835 4.7793 11.7629
H 21.8549 5.6490 14.1848
H 21.9014 3.9835 14.0517
H 20.2393 4.7038 14.2726
H 20.7426 2.7074 12.3873
H 20.7413 3.2239 10.7759
H 18.5655 3.9857 12.7565
H 18.2272 2.8776 11.5476
H 17.5543 4.7801 10.5907
H 19.0817 4.7351 9.8176
H 18.3947 5.7605 13.4766
H 17.0687 6.3124 12.4999
H 18.2993 7.4721 13.0321
H 17.6996 7.7019 10.3673
H 19.0351 7.1165 9.4305
H 19.1575 8.3165 10.7984
H 23.0797 3.8745 12.1233
H 23.1254 5.7037 11.9598
H 22.6582 4.5795 10.6885
C 20.9508 4.0821 7.3745
C 21.7193 5.3627 7.6589
O 21.4509 5.9252 8.7001
C 22.6852 5.8946 6.6240
H 21.2866 3.1733 7.8778
H 20.9322 3.9514 6.2903
H 19.9116 4.0737 7.7084
H 23.2813 6.6630 7.1107
H 22.0986 6.3878 5.8437
H 23.2671 5.1247 6.1223
*
```